1.
Molecular formula: C5H12Cl6O2
Method: DFT, ωB97M-V/def2-TZVPD

SMILES ... ClCCl.ClCCl.ClCCl.OCCO
Net charge ... 0
LUMO level ... 0.587 eV
Total energy ... -3109.30856 hartree
HOMO energy ... -9.93 eV

Last column: Löwdin charge in e.
Element x y z (Å)
Cl: -1.54 0.72 2.27  0.5391
C: -2.49 0.27 0.86  -1.0793
Cl: -3.21 1.66 0.08  0.5164
H: -1.84 -0.24 0.16  -0.0130
H: -3.28 -0.39 1.18  0.0016
Cl: 0.31 1.17 -1.30  0.5626
C: 0.52 0.06 -2.67  -1.0023
Cl: -0.76 0.20 -3.87  0.5089
H: 1.47 0.29 -3.14  0.0265
H: 0.54 -0.96 -2.30  0.0112
Cl: -1.99 -2.87 -2.45  0.5122
C: -3.38 -3.73 -1.78  -0.9961
Cl: -3.78 -3.22 -0.11  0.4986
H: -4.23 -3.52 -2.40  0.0225
H: -3.16 -4.78 -1.74  0.0217
O: 2.46 2.42 2.98  -0.0593
C: 1.99 1.53 1.98  -0.2896
C: 3.06 1.29 0.94  -0.2715
O: 4.12 0.49 1.45  -0.0602
H: 1.78 3.07 3.17  0.0824
H: 1.68 0.58 2.41  0.1118
H: 1.12 1.96 1.45  0.0761
H: 3.43 2.25 0.58  0.1251
H: 2.57 0.71 0.16  0.0694
H: 4.61 1.03 2.08  0.0851

2.
Molecular formula: C4H12N2S2
Method: DFT, ωB97M-V/def2-TZVPD

Net charge ... -1
LUMO level (alpha / beta) ... 2.982 / 2.946 eV
Total energy ... -1065.45661 hartree
Spin multiplicity ... 2
HOMO energy (alpha / beta) ... -2.65 / -2.67 eV

Last column: Löwdin charge in e.
Element x y z (Å)
N: 2.87 -0.22 -1.36  -0.0429
C: 1.54 -0.71 -1.05  -0.4277
C: 1.42 -1.41 0.31  -0.7876
S: 1.73 -0.30 1.70  0.1760
S: -1.74 1.20 -1.57  0.7152
C: -2.04 -0.21 -0.62  -0.5339
C: -1.80 -0.26 0.85  -0.3984
N: -2.56 0.71 1.66  -0.0209
H: 3.28 0.15 -0.50  0.0096
H: 3.45 -0.97 -1.71  0.0376
H: 0.81 0.10 -1.05  0.0373
H: 1.25 -1.41 -1.84  0.0913
H: 0.40 -1.84 0.34  0.0205
H: 2.09 -2.29 0.30  0.0366
H: -2.47 -1.03 -1.17  0.0279
H: -1.95 2.12 -0.62  -0.1515
H: -0.74 -0.07 1.08  0.0141
H: -2.04 -1.26 1.22  0.0978
H: -3.48 0.89 1.28  0.0517
H: -2.07 1.60 1.68  0.0471

3.
Molecular formula: C30H45NO4P2Pm
Method: DFT, ωB97M-V/def2-TZVPD

Net charge ... +1
LUMO level (alpha / beta) ... -3.609 / -3.601 eV
Total energy ... -2816.68058 hartree
Spin multiplicity ... 5
HOMO energy (alpha / beta) ... -10.40 / -10.40 eV

Last column: Löwdin charge in e.
Element x y z (Å)
Pm: 0.39 0.34 0.62  1.5555
C: 0.70 1.34 -1.95  -0.3097
C: -0.51 0.66 -2.24  -0.2610
C: -0.97 2.23 -0.60  -0.3327
C: 0.43 2.34 -0.96  -0.3560
C: -1.54 1.19 -1.41  -0.2783
C: 2.04 1.00 -2.49  -0.0486
H: 2.06 -0.04 -2.85  0.0657
H: 2.84 1.11 -1.75  0.0707
H: 2.29 1.65 -3.34  0.0986
C: 1.44 3.13 -0.22  -0.0562
H: 2.46 2.83 -0.49  0.0846
H: 1.34 3.06 0.88  0.0610
H: 1.34 4.19 -0.47  0.1021
C: -1.67 2.98 0.46  -0.0359
H: -2.02 3.93 0.05  0.1029
H: -1.03 3.22 1.33  0.0696
H: -2.56 2.44 0.82  0.0834
C: -2.94 0.73 -1.37  -0.0413
H: -3.57 1.36 -2.00  0.0987
H: -3.35 0.77 -0.35  0.0726
H: -3.04 -0.30 -1.73  0.0659
C: -0.68 -0.45 -3.21  -0.0362
H: -1.01 -0.07 -4.19  0.0989
H: -1.43 -1.17 -2.87  0.0641
H: 0.25 -1.00 -3.37  0.0658
C: 2.86 -6.43 1.37  -0.1086
C: 2.92 -6.39 0.05  -0.1455
C: 2.23 -7.31 -0.92  -0.1776
C: 0.97 -8.05 -0.39  -0.1933
C: -0.12 -7.14 0.12  -0.1023
C: -0.25 -6.61 1.33  -0.1424
C: 0.61 -6.85 2.53  -0.1848
C: 2.06 -7.34 2.25  -0.1922
H: 2.95 -8.08 -1.27  0.1231
H: 1.27 -8.81 0.34  0.0991
H: 1.94 -6.74 -1.82  0.1091
H: 2.03 -8.37 1.88  0.0994
H: 3.51 -5.73 1.93  0.1051
H: 3.62 -5.69 -0.43  0.0989
H: 2.57 -7.39 3.23  0.1147
H: 0.67 -5.92 3.12  0.1038
H: -1.16 -6.01 1.53  0.0911
H: 0.13 -7.59 3.19  0.1225
H: 0.55 -8.61 -1.25  0.1151
H: -0.90 -6.94 -0.63  0.1063
P: 1.74 -2.01 0.23  0.7348
C: 3.25 -1.72 1.19  -0.2597
C: 2.08 -3.13 -1.16  -0.2392
P: -1.22 -2.04 0.87  0.7628
C: 0.43 -2.89 1.31  -0.4561
C: -2.01 -3.23 -0.24  -0.2521
C: -2.26 -1.98 2.35  -0.2614
H: 3.09 -0.95 1.97  0.0384
H: 4.00 -1.33 0.49  0.0585
H: 3.64 -2.63 1.67  0.0511
H: 2.37 -4.14 -0.87  0.0142
H: 2.90 -2.66 -1.72  0.0578
H: 1.18 -3.17 -1.79  0.0464
H: -2.36 -2.97 2.82  0.0556
H: -3.25 -1.63 2.02  0.0584
H: -1.85 -1.25 3.05  0.0248
H: 0.65 -2.74 2.38  0.0611
H: 0.40 -3.98 1.10  0.0319
H: -3.04 -2.89 -0.40  0.0550
H: -2.02 -4.24 0.17  0.0367
H: -1.48 -3.23 -1.20  0.0381
O: 1.42 1.34 2.35  -0.1704
C: 0.31 1.37 3.02  -0.5460
O: -0.65 0.57 2.69  -0.1776
C: 0.05 2.49 3.97  -0.1186
C: -1.30 2.78 4.17  -0.0030
C: -1.71 3.94 4.81  0.0361
C: -0.76 4.85 5.30  -0.1396
C: 0.61 4.56 5.13  0.0365
C: 1.03 3.41 4.44  0.0277
N: -1.20 6.04 5.93  -0.3080
O: -2.44 6.23 6.00  0.0707
O: -0.37 6.87 6.37  0.0834
H: -2.06 2.11 3.76  0.1264
H: -2.77 4.14 4.91  0.1254
H: 1.32 5.27 5.53  0.1239
H: 2.10 3.24 4.28  0.1303

4.
Molecular formula: C3H8N2S
Method: DFT, ωB97M-V/def2-TZVPD

SMILES ... C/N=C(\C)NS
Net charge ... 0
LUMO level ... 0.762 eV
Total energy ... -626.77216 hartree
HOMO energy ... -7.99 eV

Last column: Löwdin charge in e.
Element x y z (Å)
C: -1.52 0.89 -0.67  -0.1485
N: -0.77 0.43 0.49  -0.0434
C: 0.34 -0.19 0.29  -0.5226
C: 0.94 -0.51 -1.07  -0.0187
N: 1.07 -0.63 1.36  -0.3802
S: 0.55 -0.37 2.98  0.7328
H: -0.95 1.61 -1.27  0.0752
H: -2.43 1.38 -0.32  0.0716
H: -1.82 0.07 -1.30  0.0659
H: 0.21 -1.14 -1.63  0.0951
H: 1.86 -1.08 -0.99  0.0638
H: 1.12 0.39 -1.66  0.0814
H: 1.95 -1.12 1.23  0.0862
H: -0.54 0.26 2.55  -0.1585

5.
Molecular formula: C5H9NO
Method: DFT, ωB97M-V/def2-TZVPD

SMILES ... C[C@@H]1C(=O)N[C@@H]1C
Net charge ... 0
LUMO level ... 0.935 eV
Total energy ... -325.91098 hartree
HOMO energy ... -9.67 eV

Last column: Löwdin charge in e.
Element x y z (Å)
C: -1.30 -0.15 -1.27  -0.0534
C: -0.93 0.21 0.16  -0.2141
C: -0.27 1.58 0.40  -0.4655
O: -0.47 2.71 0.02  0.0804
N: 0.69 1.02 1.20  0.1161
C: 0.34 -0.37 0.88  -0.3086
C: 1.37 -1.08 0.02  -0.0596
H: -1.93 0.65 -1.68  0.0855
H: -1.87 -1.09 -1.30  0.0790
H: -0.43 -0.25 -1.93  0.0746
H: -1.81 0.11 0.80  0.1449
H: 1.57 1.40 1.51  0.1458
H: 0.10 -0.96 1.77  0.1341
H: 1.63 -0.48 -0.86  0.0810
H: 1.02 -2.06 -0.31  0.0827
H: 2.30 -1.23 0.59  0.0769

6.
Molecular formula: C6H17F4NO3P2
Method: DFT, ωB97M-V/def2-TZVPD

SMILES ... OP(O)[PH3]C(F)(F)C(F)F.COC[C@@H](C)N
Net charge ... 0
LUMO level ... 0.547 eV
Total energy ... -1601.37692 hartree
HOMO energy ... -8.08 eV

Last column: Löwdin charge in e.
Element x y z (Å)
O: -1.94 -2.70 0.78  -0.3595
P: -1.01 -1.33 0.89  0.6444
O: 0.44 -2.02 1.25  -0.3643
P: -1.63 -0.57 2.96  0.7437
C: -2.22 0.04 4.70  -0.6309
F: -2.96 1.19 4.59  0.0293
F: -3.04 -0.92 5.23  0.0197
C: -1.13 0.31 5.73  -0.3563
F: -0.55 -0.87 6.11  0.0589
F: -0.16 1.07 5.17  0.0642
H: -2.79 -2.59 1.21  0.0086
H: 0.36 -2.56 2.05  0.0295
H: -1.51 0.76 2.51  -0.0022
H: -2.91 -1.22 2.84  0.0000
H: -0.45 -1.15 3.57  0.0088
H: -1.54 0.81 6.60  0.1641
C: 1.84 -0.62 -1.77  -0.1056
O: 0.83 0.38 -1.84  -0.2171
C: 1.21 1.56 -2.51  -0.2158
C: 1.07 1.50 -4.04  -0.4370
C: 2.17 0.71 -4.74  -0.0716
N: -0.24 0.98 -4.46  0.0375
H: 2.83 -0.17 -1.67  0.0915
H: 1.82 -1.27 -2.65  0.0777
H: 1.64 -1.23 -0.89  0.0557
H: 0.53 2.33 -2.14  0.1203
H: 2.23 1.85 -2.22  0.1185
H: 1.13 2.54 -4.39  0.1330
H: 2.03 -0.36 -4.61  0.0637
H: 2.15 0.91 -5.81  0.0745
H: 3.15 0.98 -4.35  0.0777
H: -0.97 1.58 -4.09  0.0699
H: -0.38 0.09 -4.00  0.0691